Entry 1:
Here is C24H29ClN2O3 in the gas phase from OMol25. Energies are from the ωB97M-V functional and the def2-TZVPD basis.

```
! RIJCOSX wB97M-V def2-TZVPD def2/J DEFGRID3
* xyz 0 1
Cl 2.643 3.019 -0.847
O 2.537 0.341 4.952
O -0.124 0.984 -3.270
O -2.638 -0.825 1.945
N 1.138 -1.000 3.785
N -2.012 0.983 0.748
C -0.169 -1.122 3.185
C 3.365 1.357 1.153
C 0.793 1.817 -3.940
C -2.528 -1.627 -3.986
C 1.924 -0.774 0.137
C -3.166 1.005 -0.121
C 3.349 0.147 1.824
C -1.821 0.034 1.688
C 1.436 0.118 4.485
C 2.617 -0.928 1.333
C -2.774 0.841 -1.589
C -2.359 -1.829 -5.347
C 2.145 -2.015 3.573
C 2.650 1.492 -0.025
C -1.996 -0.457 -1.830
C -1.779 -0.689 -3.298
C -0.484 0.162 2.410
C -0.663 -0.132 -5.366
C -0.477 1.367 3.368
C -0.834 0.071 -4.004
C 0.245 1.034 4.679
C 1.935 0.428 -0.549
C -1.425 -1.078 -6.032
C 2.528 -2.220 2.096
H -1.501 1.670 3.598
H 0.061 0.442 -5.923
H -1.032 -0.393 -1.322
H 3.013 -1.688 4.149
H -3.257 -2.211 -3.444
H 1.801 -2.872 1.608
H -1.280 -1.222 -7.092
H -2.162 1.688 -1.904
H 3.923 2.191 1.549
H 3.494 -2.732 2.072
H -3.684 0.837 -2.192
H 0.300 2.415 -4.713
H 1.378 0.541 -1.466
H -0.443 0.523 5.357
H 0.020 2.212 2.887
H 1.201 2.481 -3.179
H 3.893 0.056 2.750
H -2.553 -1.293 -1.404
H -2.954 -2.566 -5.864
H -1.274 1.639 0.545
H 0.300 0.297 1.659
H -0.180 -1.976 2.510
H 1.609 1.241 -4.389
H -0.943 -1.287 3.944
H 1.354 -1.600 -0.264
H -3.805 0.179 0.201
H 1.792 -2.967 3.985
H -3.710 1.946 0.016
H 0.588 1.945 5.171
*
```

## Properties
Orbital gap: 9.21 eV
SMILES: COc1ccccc1CCCNC(=O)[C@H]1CCC(=O)N(CCc2ccc(Cl)cc2)C1
Highest occupied orbital energy: -8.5966 eV
E_tot: -47005.5344 eV

natural (NBO) atomic charge list, values in e, 2 entries: -0.010, -0.645

***

Entry 2:
Here is C24H29N3O3S in the gas phase from OMol25. Energies are from the ωB97M-V functional and the def2-TZVPD basis.

```
! RIJCOSX wB97M-V def2-TZVPD def2/J DEFGRID3
* xyz 0 1
S -2.257 -2.738 2.246
O -3.259 -2.150 3.085
O -1.655 -0.326 -3.810
O -2.464 -4.047 1.705
N 1.644 -1.552 2.878
N -0.872 -2.822 3.164
N -1.033 1.103 -2.158
C -2.021 2.549 -6.244
C 0.260 -3.547 2.647
C 1.262 -2.612 1.964
C -1.928 -1.605 0.895
C 5.273 -1.100 2.465
C -1.080 1.370 -5.962
C -1.968 2.127 0.276
C -1.314 0.182 -1.132
C 4.034 -1.692 2.600
C -0.694 2.732 -0.306
C -0.667 2.473 -1.807
C 3.006 0.470 2.634
C -2.053 2.872 -4.743
C -1.084 -1.183 -1.301
C -1.846 0.647 0.080
C -0.929 1.835 -4.503
C 2.872 -0.919 2.684
C 0.499 -0.767 3.288
C -1.234 0.761 -3.477
C 5.393 0.279 2.418
C 4.253 1.056 2.507
C -2.147 -0.255 1.085
C -0.514 -1.691 3.979
C -1.398 -2.074 -0.290
H -1.810 3.901 -4.482
H -0.647 3.807 -0.136
H 2.135 1.105 2.681
H -2.573 0.079 2.019
H 6.155 -1.721 2.406
H -0.161 1.343 -6.542
H 0.021 -0.265 2.430
H 3.965 -2.768 2.663
H -0.125 -4.292 1.952
H -1.367 3.159 -2.292
H -1.560 3.335 -6.838
H 0.802 -2.183 1.057
H -1.436 -1.160 4.214
H -2.078 2.366 1.334
H -2.839 2.518 -0.256
H -2.980 2.289 -6.686
H 0.823 -0.015 4.009
H 0.039 2.294 -4.304
H -0.668 -1.550 -2.223
H -1.570 0.401 -6.019
H -0.072 -2.069 4.908
H 2.143 -3.177 1.663
H -1.242 -3.134 -0.413
H 6.364 0.741 2.317
H -2.991 2.592 -4.267
H 0.173 2.271 0.174
H 0.339 2.681 -2.189
H 0.751 -4.054 3.485
H 4.329 2.133 2.469
*
```

## Properties
Orbital gap: 8.44 eV
SMILES: O=C(C1CCC1)N1CCCc2cc(S(=O)(=O)N3CCN(c4ccccc4)CC3)ccc21
Highest occupied orbital energy: -7.9899 eV
E_tot: -46806.3971 eV

natural (NBO) atomic charge list, values in e, 2 entries: 2.336, -0.942

***

Entry 3:
Here is C24H29N3O6 in the gas phase from OMol25. Energies are from the ωB97M-V functional and the def2-TZVPD basis.

```
! RIJCOSX wB97M-V def2-TZVPD def2/J DEFGRID3
* xyz 0 1
O 5.883 0.583 -1.426
O -0.417 -1.608 1.313
O 4.697 0.202 1.008
O -0.947 1.831 -0.679
O -0.889 -0.122 2.957
O -5.627 1.796 -0.775
N 0.565 -1.777 3.351
N 2.764 -0.824 1.565
N -1.370 0.636 -2.579
C -0.563 1.157 -1.614
C 1.535 0.623 -2.973
C 2.847 -2.686 3.129
C -2.765 0.663 -2.661
C -3.559 1.246 -1.688
C -0.264 -1.192 2.444
C 1.340 -2.942 2.965
C -4.948 1.214 -1.803
C -7.032 1.820 -0.824
C 1.141 -1.033 4.448
C 2.435 -0.350 3.973
C 2.898 0.143 -0.591
C 5.017 -0.425 -1.869
C 3.564 -0.008 -1.812
C 0.874 0.777 -1.759
C -4.736 0.039 -3.879
C 2.867 0.253 -2.987
C -5.540 0.612 -2.907
C 1.574 0.561 -0.580
C -3.134 -0.270 1.972
C -3.362 0.053 -3.766
C 3.560 -0.141 0.721
C -1.852 0.534 2.124
C 3.155 -1.203 2.907
H 1.086 -3.177 1.929
H -0.920 0.083 -3.296
H 5.705 0.710 -0.474
H -3.561 -0.495 2.947
H -2.748 -0.406 -4.528
H 3.174 -2.958 4.132
H 3.096 -0.189 4.825
H -6.611 0.579 -3.023
H -7.452 0.809 -0.831
H 5.299 -0.637 -2.904
H 0.421 -0.300 4.806
H 1.350 -1.741 5.254
H 1.057 0.736 0.351
H -3.121 1.727 -0.832
H 4.233 -1.020 2.960
H 1.031 0.826 -3.908
H -2.041 1.480 2.636
H -7.349 2.334 0.082
H 1.845 -1.093 1.247
H 5.153 -1.344 -1.276
H 1.034 -3.789 3.589
H -7.396 2.371 -1.697
H -2.928 -1.201 1.450
H -3.849 0.307 1.392
H -5.196 -0.429 -4.736
H 2.205 0.624 3.539
H -1.413 0.736 1.144
H 3.382 0.155 -3.931
H 3.402 -3.296 2.417
*
```

## Properties
Orbital gap: 8.94 eV
SMILES: CCOC(=O)N1CCC(NC(=O)c2cc(C(=O)Nc3cccc(OC)c3)ccc2CO)CC1
Highest occupied orbital energy: -8.5104 eV
E_tot: -42115.9292 eV

natural (NBO) atomic charge list, values in e, 2 entries: -0.728, -0.681

***

Entry 4:
Here is C24H29N4O2PS2SiV as an isolated structure from OMol25. Energies are from the ωB97M-V functional and the def2-TZVPD basis.

```
! RIJCOSX wB97M-V def2-TZVPD def2/J DEFGRID3
* xyz 1 3
V -0.544 0.250 -0.182
S -1.023 -1.464 -4.370
S -4.955 0.121 0.561
P 1.338 -0.837 0.875
Si -0.590 3.256 -2.054
O 3.635 1.649 0.323
O 2.732 1.050 -1.638
N -2.378 -0.471 0.241
N -0.774 -0.783 -1.885
N -3.002 -0.084 2.460
N 1.324 -0.817 -2.958
C -4.424 -0.273 -1.036
C 1.508 -0.189 2.543
C 2.294 0.876 3.097
C 3.014 -0.708 0.019
C -0.193 2.439 -3.780
C -3.044 -0.637 -1.038
C 0.041 -0.982 -2.983
C 2.100 -4.734 1.647
C -0.019 -4.617 0.535
C -0.322 2.230 -0.487
C -2.153 -1.079 -2.131
C -2.479 3.576 -2.060
C -2.509 -1.375 -3.463
C 0.373 4.956 -2.049
C 1.357 0.527 5.293
C 1.011 -5.382 1.051
C 2.281 -3.339 1.580
C 3.155 0.776 -0.379
C 0.163 -3.219 0.379
C 0.684 -0.562 4.777
C 0.631 -0.860 3.421
C -3.284 -0.178 1.143
C 2.196 1.265 4.425
C 1.287 -2.612 0.896
H -0.191 5.699 -1.423
H -1.052 1.726 -4.015
H 0.722 1.924 -3.806
H -0.151 3.188 -4.546
H -2.704 4.261 -2.893
H 0.616 2.318 0.069
H -3.498 -1.783 -3.757
H 1.675 -1.084 -3.908
H 2.260 0.224 -2.082
H 2.729 2.105 4.913
H 0.138 -1.208 5.472
H -0.066 -1.596 3.100
H 1.199 0.852 6.306
H 1.385 4.881 -1.629
H -3.841 -0.230 3.103
H 0.362 5.362 -3.046
H -1.061 2.549 0.246
H 3.858 -1.113 0.567
H 3.136 -2.798 1.998
H -2.085 0.053 2.872
H -2.796 4.074 -1.173
H -0.937 -5.084 0.119
H -0.590 -2.654 -0.131
H 0.896 -6.453 1.144
H 2.842 -5.355 2.128
H 2.995 1.382 2.404
H 2.944 -1.282 -0.886
H -3.081 2.645 -2.089
H -5.138 -0.376 -1.832
*
```

## Properties
Orbital gap (alpha / beta): 6.61 / 7.16 eV
Highest occupied orbital energy (alpha / beta): -10.4833 / -10.5294 eV
E_tot: -99933.1374 eV

natural (NBO) atomic charge list, values in e, 2 entries: 1.481, 0.359

***

Entry 5:
Here is C24H29N4O6RbS2 as an isolated structure from OMol25. Energies are from the ωB97M-V functional and the def2-TZVPD basis.

```
! RIJCOSX wB97M-V def2-TZVPD def2/J DEFGRID3
* xyz -2 1
Rb -0.348 -0.622 -0.243
S 2.038 0.808 -6.888
S -1.773 -2.002 -2.638
O -0.434 -2.505 -2.178
O -2.806 -2.525 -1.712
O -0.464 -0.240 2.627
O -1.763 -0.492 -2.515
O 2.170 -0.111 1.676
O -2.016 -2.380 -4.039
N 0.441 3.117 0.230
N 0.582 5.037 1.606
N 0.127 -3.133 -8.216
N 1.360 0.441 -2.407
C 2.058 -1.866 -7.581
C 0.452 3.668 1.381
C 0.463 1.041 -3.176
C 0.636 1.183 -4.547
C 3.970 -0.420 3.151
C 1.215 -1.108 6.299
C -0.708 6.162 3.427
C -0.088 -0.831 -7.582
C 2.727 0.042 -4.318
C -0.609 -2.049 -7.988
C 0.532 5.958 0.490
C 2.021 -0.848 5.216
C 2.452 -0.060 -2.962
C 0.086 -0.522 3.714
C -0.178 -1.090 6.104
C 1.524 -0.558 3.932
C 1.787 0.673 -5.123
C 2.467 -0.342 2.839
C 0.350 2.783 2.588
C -0.716 -0.813 4.883
C 0.629 5.611 2.934
C 1.434 -3.029 -7.996
C -0.851 6.093 -0.145
C 1.281 -0.731 -7.379
H -1.559 6.532 0.557
H 0.571 3.789 -0.522
H 3.126 -1.841 -7.414
H 4.497 -0.213 2.223
H -1.238 5.119 -0.443
H -0.807 6.729 -1.031
H 3.093 -0.871 5.365
H -1.477 5.390 3.380
H -1.678 -2.155 -8.132
H -0.625 6.504 4.460
H 3.625 -0.385 -4.742
H -0.126 1.657 -5.150
H 0.993 4.859 3.631
H 0.865 6.933 0.857
H -1.038 7.005 2.818
H -0.841 -1.301 6.939
H 2.021 -3.927 -8.158
H -0.423 3.117 3.284
H 1.262 5.656 -0.270
H 4.267 0.308 3.908
H 1.375 6.415 2.933
H -0.739 0.014 -7.409
H 1.299 2.756 3.128
H -1.790 -0.800 4.733
H 4.253 -1.409 3.514
H 3.130 -0.587 -2.300
H 0.124 1.770 2.265
H -0.446 1.369 -2.690
H 1.641 -1.331 7.270
*
```

## Properties
Orbital gap: 4.98 eV
Highest occupied orbital energy: -1.1510 eV
E_tot: -65932.0428 eV

natural (NBO) atomic charge list, values in e, 2 entries: 0.956, 0.209

***

Entry 6:
Here is C24H29N5O3 in the gas phase from OMol25. Energies are from the ωB97M-V functional and the def2-TZVPD basis.

```
! RIJCOSX wB97M-V def2-TZVPD def2/J DEFGRID3
* xyz 0 1
O 1.443 1.466 -3.638
O -2.857 -0.065 -4.106
O -0.728 -2.915 -1.313
N -0.771 1.733 -3.225
N 1.092 0.947 0.195
N -2.563 -1.589 -1.238
N -3.051 -0.219 0.604
N -0.895 -1.097 -3.664
C 0.601 1.934 2.333
C -3.259 -0.611 -0.591
C -2.887 -1.946 -2.606
C 2.104 -0.014 3.620
C -1.457 -2.198 -0.645
C -0.088 -0.205 -4.473
C -1.296 -1.881 0.763
C -0.357 -2.558 1.547
C 2.882 -0.207 -1.120
C 0.293 1.091 -3.732
C -0.215 -2.236 2.876
C 1.230 0.948 1.565
C -0.984 -1.217 3.438
C -1.904 -0.531 2.680
C 2.941 -1.048 4.313
C -2.087 -0.867 1.335
C 1.475 0.981 4.358
C -0.538 2.518 -0.893
C 0.927 2.189 -0.525
C -2.222 -0.949 -3.556
C 1.441 -0.205 -0.602
C -0.689 2.900 -2.373
C 1.976 -0.024 2.242
C 0.728 1.945 3.707
H -4.045 -0.134 -1.164
H 0.827 -0.717 -4.772
H 2.487 -0.796 1.688
H -1.600 3.482 -2.522
H 0.232 2.717 4.279
H -1.693 1.383 -3.449
H 3.014 0.550 -1.888
H -0.667 0.067 -5.361
H 3.168 -1.879 3.650
H 0.230 -3.339 1.086
H 2.431 -1.429 5.197
H -0.435 -1.813 -3.112
H 0.170 3.499 -2.688
H -0.005 2.686 1.853
H 3.883 -0.608 4.641
H -2.516 -2.958 -2.786
H 1.574 0.999 5.434
H -0.905 3.344 -0.283
H 1.254 -1.103 -0.011
H 1.507 2.118 -1.446
H -2.508 0.257 3.098
H -0.851 -0.963 4.478
H 1.352 3.003 0.066
H 3.579 -0.009 -0.309
H 0.496 -2.769 3.488
H 3.113 -1.176 -1.554
H 0.759 -0.230 -1.460
H -3.969 -1.905 -2.747
H -1.170 1.653 -0.679
*
```

## Properties
Orbital gap: 7.68 eV
SMILES: CCN(CCCNC(=O)CNC(=O)Cn1cnc2ccccc2c1=O)c1cccc(C)c1
Highest occupied orbital energy: -7.3659 eV
E_tot: -38954.2288 eV

natural (NBO) atomic charge list, values in e, 2 entries: -0.638, -0.650

***

Entry 7:
Here is C24H29N9O8S2Y as an isolated structure from OMol25. Energies are from the ωB97M-V functional and the def2-TZVPD basis.

```
! RIJCOSX wB97M-V def2-TZVPD def2/J DEFGRID3
* xyz -1 1
Y -0.154 -0.311 0.393
S -2.770 0.242 -0.733
S 4.322 2.238 -1.507
O -0.909 1.505 1.680
O -0.413 -4.189 -1.768
O 0.785 2.587 -2.876
O 0.550 1.554 -0.898
O -0.001 3.483 2.189
O 4.392 -5.605 -1.071
O 1.126 -0.341 4.608
O -0.813 -2.503 -0.340
N -1.037 -1.656 2.309
N 0.118 -0.746 -2.042
N 2.130 -5.626 -1.169
N 2.409 3.636 -0.190
N 1.113 0.074 2.331
N -2.604 2.374 -2.294
N -2.479 2.806 -0.041
N 2.047 -1.628 0.031
N 4.317 4.683 -0.392
C 2.147 -2.944 -0.163
C 0.061 -2.260 -3.862
C 1.315 1.493 2.541
C 3.642 3.523 -0.682
C 4.367 -2.744 -0.998
C -2.595 1.934 -1.026
C -2.214 4.223 -0.257
C 3.101 -0.865 -0.260
C 4.283 -1.384 -0.768
C 0.882 -0.642 3.434
C -0.495 -2.993 -1.467
C 0.048 2.255 2.121
C 3.270 -3.546 -0.703
C 0.433 -1.232 -4.718
C 0.629 1.593 -2.179
C -2.271 3.739 -2.692
C 0.467 0.243 -2.854
C -1.498 4.427 -1.579
C 0.633 0.045 -4.215
C 3.324 -5.018 -0.990
C 3.591 5.437 0.625
C -0.099 -1.966 -2.518
C 0.146 -1.959 3.150
C 2.163 4.958 0.368
H 1.285 -3.530 0.125
H -0.110 -2.407 4.110
H 2.144 1.884 1.941
H 5.258 -3.206 -1.404
H 5.320 4.619 -0.388
H 1.258 -5.124 -1.321
H -1.409 5.492 -1.803
H 0.789 -2.644 2.592
H 1.527 1.728 3.587
H -0.103 -3.273 -4.201
H 0.567 -1.428 -5.775
H 3.918 5.163 1.634
H 1.663 5.594 -0.372
H -2.126 2.393 0.837
H -0.497 4.000 -1.532
H 2.164 -6.601 -1.413
H 5.098 -0.710 -0.992
H -3.188 4.290 -2.924
H 0.920 0.883 -4.833
H -2.650 1.648 -2.989
H -1.692 -1.084 2.832
H -1.660 3.684 -3.593
H -1.509 -2.497 1.998
H 1.654 2.974 -0.369
H -3.159 4.777 -0.237
H 3.707 6.511 0.491
H 3.001 0.204 -0.107
H -1.601 4.551 0.582
H 1.549 4.886 1.263
*
```

## Properties
Orbital gap: 7.88 eV
Highest occupied orbital energy: -5.4536 eV
E_tot: -77877.2936 eV

Mulliken atomic charge list, values in e, 2 entries: 0.046, -0.576

***

Asked for relative energy (zero: lowest compared OMol25 entry of this formula, charge and spin) across the records above, the calculation gives 3.93; 60.39; 0.00; 0.00; 14.43; 0.00; 5.58 kcal/mol in order.